15
Properties=species:S:1:pos:R:3:lowdin_charge:R:1 method="wB97M-V/def2-TZVPD" homo_energy_ha=-0.3148 lumo_energy_ev=0.8 gap_ev=9.4090 largest_force_ev_per_a=0.61 de_lowest_kj_mol=271.6
O -0.03289 1.50761 1.63230 -0.016
C -0.44506 0.64106 0.59400 -0.346
C -0.24414 1.24114 -0.80611 -0.149
C 1.09253 0.72526 -1.32903 -0.011
C -0.22396 -1.77550 -0.22261 -0.026
C 0.43185 -0.60187 0.48051 -0.284
O 1.48380 -0.17883 -0.46688 -0.086
H 0.87607 1.78103 1.44958 0.102
H -1.48715 0.39533 0.81225 0.155
H -1.03515 0.98360 -1.52115 0.119
H -0.20076 2.33608 -0.79306 0.117
H -0.56718 -1.44767 -1.20693 0.089
H -1.06483 -2.16732 0.35601 0.090
H 0.49778 -2.57664 -0.40251 0.091
H 0.91909 -0.86328 1.42363 0.156